Density functional theory data (ωB97M-V/def2-TZVPD) for a molecular structure, C24H35FN5NiO3.

Results
Energy ... -82809.06206 eV
Charge ... +1
Gap between HOMO and LUMO (alpha / beta) ... 8.581 / 8.563 eV
Energy relative to the best compared isomer or geometry (same formula, charge and spin) ... 0.00 kcal/mol
Spin multiplicity ... 3
LUMO energy (alpha / beta) ... -2.426 / -2.430 eV
Expectation value of S² ... 2.005

Each line ends with the natural charge from an NBO analysis.
Cartesian coordinates (Å):
Ni: 0.06 -0.40 0.11  1.452
C: -3.29 -1.52 0.07  -0.423
C: -2.13 -2.50 -0.09  -0.223
N: -1.02 -1.94 -0.89  -0.679
C: -0.02 -2.95 -1.25  -0.232
C: 1.19 -2.26 -1.85  -0.233
N: 1.73 -1.29 -0.89  -0.684
C: 2.78 -0.42 -1.44  -0.218
C: 2.27 0.66 -2.39  -0.424
C: 1.32 1.67 -1.76  -0.229
N: 0.00 1.08 -1.48  -0.673
C: -0.99 2.10 -1.09  -0.237
C: -2.25 1.40 -0.64  -0.228
N: -1.92 0.53 0.49  -0.687
C: -3.00 -0.32 0.98  -0.216
H: -4.13 -2.06 0.49  0.239
H: -3.62 -1.18 -0.92  0.200
H: -2.50 -3.42 -0.55  0.194
H: -1.72 -2.76 0.89  0.218
H: -1.42 -1.56 -1.75  0.371
H: -0.42 -3.70 -1.94  0.204
H: 0.27 -3.46 -0.33  0.217
H: 0.90 -1.73 -2.77  0.193
H: 1.94 -3.00 -2.14  0.209
H: 2.11 -1.80 -0.11  0.400
H: 3.54 -1.02 -1.95  0.193
H: 3.27 0.07 -0.59  0.220
H: 1.81 0.22 -3.28  0.196
H: 3.15 1.20 -2.75  0.242
H: 1.21 2.53 -2.42  0.192
H: 1.72 2.03 -0.81  0.236
H: -0.33 0.63 -2.33  0.364
H: -1.18 2.80 -1.91  0.201
H: -0.56 2.65 -0.25  0.235
H: -2.66 0.79 -1.46  0.185
H: -3.03 2.13 -0.38  0.207
H: -1.55 1.11 1.24  0.409
H: -3.93 0.25 1.11  0.193
H: -2.70 -0.69 1.96  0.210
C: 3.05 -0.87 7.09  -0.625
C: 1.54 -0.77 6.96  -0.026
C: 0.78 -1.70 7.89  -0.406
C: 1.05 -3.15 7.54  -0.430
C: 0.80 -3.40 6.08  -0.027
C: 0.51 -4.66 5.62  -0.225
C: 0.27 -4.88 4.26  0.399
F: -0.01 -6.13 3.86  -0.311
C: 0.31 -3.87 3.35  -0.246
C: 0.60 -2.57 3.79  -0.170
C: 0.62 -1.48 2.82  0.580
O: 0.42 -1.76 1.60  -0.804
C: 0.89 -0.18 3.33  -0.359
C: 1.14 -0.05 4.68  0.167
N: 1.14 -1.05 5.56  -0.342
C: 0.85 -2.34 5.15  0.227
C: 0.93 1.12 2.54  0.787
O: 1.22 2.14 3.15  -0.656
O: 0.72 1.06 1.27  -0.880
H: 3.36 -0.67 8.12  0.231
H: 3.54 -0.14 6.44  0.228
H: 3.41 -1.86 6.81  0.214
H: 1.23 0.26 7.15  0.222
H: -0.29 -1.49 7.81  0.218
H: 1.07 -1.48 8.92  0.234
H: 0.42 -3.81 8.13  0.238
H: 2.08 -3.41 7.79  0.228
H: 0.46 -5.50 6.30  0.240
H: 0.12 -4.05 2.30  0.241
H: 1.37 0.94 5.05  0.257